# 1
14
Properties=species:S:1:pos:R:3:forces:R:3:mulliken_charge:R:1 method="wB97M-V/def2-TZVPD" lumo_ha="-0.024 / -0.027" de_lowest_kj_mol=520.1 charge=0 homo_ev="-8.20 / -7.73" orbital_gap_ev="7.5534 / 6.9970"
C -0.413 -0.639 -0.568 -0.1132 -0.2477 0.2449 0.01
H -2.260 -0.157 0.430 0.0743 0.0901 0.1404 0.31
H -0.963 -0.499 1.595 0.0312 0.0211 -0.2433 0.27
H 1.549 -1.268 -1.232 -0.0782 0.3089 -0.0734 0.31
H -0.555 2.092 1.411 0.1437 0.0596 -0.1178 0.41
C -0.701 1.616 -0.758 -0.0546 -0.1142 -0.8201 0.35
H -0.899 -1.480 -1.070 0.0335 0.3933 -0.1407 0.39
H 2.806 0.017 0.366 -0.0579 -0.1744 0.1877 0.26
C 1.733 -0.091 0.500 0.1357 -0.3189 -0.0221 -0.70
C -1.191 -0.020 0.632 0.0780 -0.1733 0.0836 -0.53
C 1.021 -0.742 -0.440 0.0883 0.2913 -0.0295 -0.13
H 1.326 0.276 1.434 -0.1115 0.1000 -0.2458 0.21
N -0.756 0.865 -1.720 0.2288 -0.2256 0.8229 -0.54
C -0.735 1.433 0.582 -0.3982 -0.0104 0.2132 -0.62

# 2
7
Properties=species:S:1:pos:R:3:forces:R:3:mulliken_charge:R:1 method="wB97M-V/def2-TZVPD" lumo_ha=-0.002 de_lowest_kj_mol=114.9 charge=0 homo_ev=-9.71 orbital_gap_ev=9.6652
C -1.056 -0.782 0.417 -0.4837 1.8697 0.7811 0.80
H 0.865 -0.422 -0.812 -0.5486 -1.6910 -1.3772 0.27
F -2.301 -0.878 0.942 0.7745 0.0644 0.0984 -0.21
H -0.551 0.808 1.425 0.1197 -0.7740 -0.4530 0.24
S 0.357 -1.561 -1.621 0.2363 1.7875 1.9861 -0.10
N -0.210 0.120 0.737 -1.0095 -0.9253 -0.2540 -0.66
O -0.987 -1.684 -0.521 0.9113 -0.3313 -0.7813 -0.34

# 3
37
Properties=species:S:1:pos:R:3:forces:R:3:mulliken_charge:R:1 method="wB97M-V/def2-TZVPD" lumo_ha=-0.033 de_lowest_kj_mol=65.5 charge=0 homo_ev=-8.85 orbital_gap_ev=7.9548
C 2.444 1.835 -0.148 0.4546 -0.3236 -0.0585 -0.73
O 2.867 -1.330 1.150 0.0808 0.0032 0.1359 -0.60
H -0.871 -0.607 -1.672 -0.0094 0.1477 -0.0553 0.31
C -3.240 -1.872 -1.461 0.0310 -0.0258 -0.0637 -1.45
C -1.953 -2.219 -0.777 0.0870 -0.0161 0.0354 0.47
O -3.978 2.103 -0.533 0.0948 0.0119 0.0214 -0.60
C -1.864 -3.304 0.087 -0.0255 -0.0056 0.0107 -0.67
C -0.817 -1.459 -1.007 0.0646 -0.1084 0.0512 -0.01
C -1.771 1.796 0.301 0.3725 0.0473 0.0401 0.51
C 0.387 -1.764 -0.379 -0.1449 -0.2071 0.1229 0.50
C 1.001 1.893 0.071 -0.5359 0.0910 0.1696 0.49
H 1.297 -0.226 -1.347 0.1506 -0.0480 0.2110 0.32
H -4.680 1.033 1.398 0.1570 0.1286 -0.2350 0.36
H -0.609 -4.461 1.371 0.0173 -0.0731 0.0620 0.39
C 0.195 2.604 -0.822 0.2110 -0.1221 0.1025 -0.50
C -0.665 -3.615 0.703 -0.0738 0.0262 -0.0431 -0.70
C 0.401 1.195 1.122 0.1025 0.2294 -0.0443 -0.47
H -3.372 -0.793 -1.517 -0.0804 0.0734 -0.0271 0.24
H -1.814 3.057 -1.421 -0.0505 0.0277 -0.0580 0.47
H 1.397 -3.085 0.970 0.0471 -0.0134 0.0072 0.52
H -1.433 0.588 2.037 -0.0196 -0.0605 0.0730 0.49
H -3.239 -2.261 -2.479 -0.0772 0.0042 -0.0682 0.34
H 2.943 2.761 -0.409 0.1156 -0.0055 -0.0104 0.53
C -0.972 1.145 1.238 -0.1672 0.0951 -0.1104 -0.61
C 0.467 -2.853 0.479 0.1814 -0.0182 0.0827 -0.70
C 3.154 0.694 -0.090 -0.8863 0.3511 0.1831 0.70
C 2.503 -0.635 0.233 -0.1285 0.0634 -0.3361 0.11
N 5.676 0.654 -0.500 0.3296 -0.0051 -0.0597 -0.48
N 1.472 -0.904 -0.616 -0.0020 -0.0729 -0.3688 -0.10
O -3.712 1.081 1.432 0.0606 -0.2450 0.4716 -0.46
C -3.247 1.694 0.336 -0.5197 0.1552 -0.3333 0.37
C -1.178 2.542 -0.717 -0.3165 -0.1124 0.1172 -0.60
H -4.087 -2.306 -0.935 -0.0895 0.0055 0.0049 0.36
H 0.655 3.168 -1.621 0.0300 0.0684 -0.0749 0.47
H 1.019 0.689 1.849 0.0573 -0.0837 0.0638 0.55
C 4.547 0.677 -0.303 0.5882 0.0703 -0.0386 -0.21
H -2.740 -3.907 0.278 -0.1064 -0.0530 0.0192 0.40

# 4
10
Properties=species:S:1:pos:R:3:forces:R:3:mulliken_charge:R:1 method="wB97M-V/def2-TZVPD" lumo_ha=-0.062 de_lowest_kj_mol=256.2 charge=0 homo_ev=-8.62 orbital_gap_ev=6.9175 smiles="CO[S@@](=O)(=P)I"
P 3.125 -0.669 -0.003 1.0329 0.6464 2.8748 -0.03
O 1.767 1.555 1.496 0.2662 -0.3356 -1.7451 -0.53
H -1.511 0.797 -0.591 -0.7433 -0.5884 0.5781 0.24
H -0.445 1.728 -1.550 -0.6956 0.9138 1.0901 0.30
H -0.503 2.011 0.349 -0.4956 -0.2139 -0.8546 0.32
S 1.979 1.001 0.153 -2.5558 -1.4500 1.4306 0.53
H 2.687 -0.564 -1.223 -0.8782 -0.1921 -3.3176 0.00
O 0.442 0.399 -0.482 3.4473 -1.0064 1.6322 -0.25
I 2.164 2.860 -1.402 0.3718 0.2700 -0.1739 0.09
C -0.581 1.311 -0.517 0.2504 1.9562 -1.5146 -0.67

# 5
6
Properties=species:S:1:pos:R:3:forces:R:3:mulliken_spin:R:1 method="wB97M-V/def2-TZVPD" lumo_ha="0.023 / -0.041" de_lowest_kj_mol=225.1 charge=0 multiplicity=3 s2=2.017 homo_ev="-6.38 / -11.20" orbital_gap_ev="7.0035 / 10.0859"
N -1.533 -0.434 -0.303 -1.2978 -0.0634 -0.2587 0.57
N -0.538 -0.140 0.299 0.6255 3.2420 0.3280 0.69
H -2.349 -0.135 0.273 -0.1193 -1.1607 -0.2143 0.07
H 1.741 1.089 -0.395 -0.6681 0.4467 0.4536 0.11
N 1.925 0.089 -0.234 -0.0388 -0.5082 -0.3503 0.15
N 1.110 -0.704 0.043 1.4984 -1.9565 0.0415 0.41

# 6
17
Properties=species:S:1:pos:R:3:forces:R:3:mulliken_charge:R:1 method="wB97M-V/def2-TZVPD" lumo_ha=-0.177 de_lowest_kj_mol=368.6 charge=+1 homo_ev=-14.34 orbital_gap_ev=9.5169
H 1.098 0.153 2.135 -0.7956 0.8341 2.3413 0.40
N -1.553 0.618 0.131 0.9539 -0.8622 -0.3784 -0.32
N 0.457 1.327 -0.379 -0.3523 0.4946 -0.4500 -0.25
H 2.714 0.435 1.175 -2.7965 -0.6919 0.2240 0.29
N 0.751 0.049 0.104 2.9072 1.3075 0.1183 0.21
H 1.887 -1.132 1.241 0.1374 -0.4000 0.5047 0.39
C 1.644 -0.084 1.299 2.8387 0.2934 -3.1760 -0.92
C -0.534 -1.403 -1.337 -2.0000 -1.4300 0.7464 0.83
H 1.122 1.864 -0.925 0.1555 -0.2936 0.1367 0.24
H -1.202 2.659 -0.285 -0.1233 0.6617 -0.4183 0.49
H -0.429 -1.361 0.893 -0.3885 -1.3415 1.2088 0.66
F 0.600 -1.854 -1.835 0.2156 -0.4771 0.5559 -0.23
Br -2.894 0.822 1.411 0.1586 -0.0250 -0.4738 0.13
C -0.324 -0.749 0.059 -1.9577 2.4623 -2.0095 -0.36
F -1.040 -0.593 -2.214 -0.4484 1.4543 -0.9464 -0.27
F -1.465 -2.412 -1.198 1.3513 0.5996 0.1291 -0.26
C -0.831 1.662 -0.274 0.1443 -2.5863 1.8871 -0.04

# 7
13
Properties=species:S:1:pos:R:3:forces:R:3:mulliken_charge:R:1 method="wB97M-V/def2-TZVPD" lumo_ha=-0.037 de_lowest_kj_mol=171.9 charge=0 homo_ev=-8.79 orbital_gap_ev=7.7947 smiles="C=CSC(=S)CS"
C -0.717 0.539 0.420 -1.1541 2.2144 -3.4416 0.34
S -0.816 2.149 -0.187 1.0762 -2.4539 1.5257 -0.23
H -2.583 0.564 1.457 -0.1675 0.3761 -0.4421 0.35
S 0.460 -0.743 0.018 -2.4038 0.6177 1.2810 -0.12
H -1.813 -0.917 1.339 -0.3992 -0.6546 -0.0193 0.38
H 3.952 0.327 -0.641 -1.6300 -0.8258 0.7429 0.25
H -2.547 -1.573 -1.168 -0.3903 1.2652 0.9193 0.13
S -3.158 -0.449 -0.572 -0.3359 -1.1087 -1.6695 -0.14
C -2.056 -0.051 0.727 1.1919 -0.9744 2.6310 -0.88
H 1.584 1.222 -0.927 -0.6935 -0.5099 0.0988 0.27
H 2.977 -1.117 0.246 1.2230 -1.0807 0.5684 0.25
C 1.703 0.239 -0.459 6.0321 1.3450 -0.8728 0.09
C 3.012 -0.189 -0.254 -2.3487 1.7895 -1.3219 -0.68

# 8
13
Properties=species:S:1:pos:R:3:forces:R:3:mulliken_charge:R:1 method="wB97M-V/def2-TZVPD" lumo_ha=0.021 de_lowest_kj_mol=236.6 charge=0 homo_ev=-9.27 orbital_gap_ev=9.8453
H 1.194 0.591 2.069 0.0396 -0.1870 0.0570 0.31
O -0.594 -0.256 1.454 -1.4915 0.6266 -0.5811 -0.31
H 1.351 -0.747 0.899 0.0162 -0.0627 0.0973 0.29
H 0.255 0.529 -1.412 0.1929 0.0303 0.0645 0.39
Br -3.630 -0.338 0.258 -0.8325 -0.9047 -0.2416 -0.09
C -0.760 0.239 -1.177 -0.1648 0.1086 0.8222 -1.14
H -0.873 -0.836 -1.138 -0.0227 -0.1461 -0.0507 0.42
H -1.458 0.676 -1.881 -0.0762 0.0757 -0.0408 0.39
H 0.869 -1.098 2.587 -0.1011 -0.0254 0.0252 0.24
O -0.403 2.118 0.677 0.3094 0.3135 0.1053 -0.63
N -2.695 1.214 0.527 1.5003 -0.0672 0.8289 -0.49
C 0.804 -0.386 1.773 -0.0518 0.8357 -0.5941 -0.64
S -1.173 0.937 0.457 0.6824 -0.5971 -0.4920 1.27

# 9
20
Properties=species:S:1:pos:R:3:forces:R:3:mulliken_charge:R:1 method="wB97M-V/def2-TZVPD" lumo_ha=-0.169 de_lowest_kj_mol=148.3 charge=+1 homo_ev=-11.29 orbital_gap_ev=6.6872
H -0.690 1.405 0.074 1.2635 0.9935 0.9075 0.01
H 0.383 1.268 -2.196 -0.6367 -1.2236 0.0076 0.36
H -1.187 -1.937 1.096 1.5237 1.5106 -0.1804 0.35
H 2.966 -0.817 -0.651 -1.5124 1.0337 -0.2248 0.25
C -1.137 0.781 -0.641 0.8873 -1.0221 -0.5082 -0.19
S 0.328 2.194 2.267 0.1454 0.0580 0.0341 -0.46
H -0.538 -1.853 -1.232 0.4104 -1.4112 -0.1982 0.35
H 2.433 0.817 -1.538 -0.0836 -0.4863 0.4326 0.23
C -0.623 -1.038 0.627 -0.7351 -2.0216 0.0202 -0.23
H -1.953 1.354 -0.988 -0.8552 0.3549 -1.2045 0.42
O -1.662 -0.316 0.051 -0.2095 0.1012 -0.4933 -0.40
H -0.831 0.821 4.823 -0.0962 0.6498 -0.2283 0.16
H 0.927 -2.379 -0.157 0.3746 -0.6050 -0.2507 0.43
C 0.258 -1.634 -0.529 -1.1473 1.1960 0.5598 -0.67
H -0.656 -0.319 -2.413 0.1294 0.3459 -0.8949 0.33
H -0.009 -0.386 1.255 -0.1272 -0.3523 0.5533 0.15
I -0.999 2.342 4.158 0.0503 -0.6625 0.3147 0.40
C 2.149 -0.129 -1.051 0.3849 -1.1846 -0.6409 0.02
N 0.922 -0.508 -1.183 1.7165 0.5648 1.2532 0.11
C -0.082 0.334 -1.772 -1.4829 2.1607 0.7412 -0.61

# 10
21
Properties=species:S:1:pos:R:3:forces:R:3:mulliken_spin:R:1 method="wB97M-V/def2-TZVPD" lumo_ha="-0.136 / -0.326" de_lowest_kj_mol=233.6 charge=+1 multiplicity=2 s2=0.756 homo_ev="-13.80 / -13.80" orbital_gap_ev="10.1133 / 4.9392"
H -1.088 1.243 1.053 2.2931 -0.4680 0.2605 0.00
O -1.807 -4.486 -3.024 -0.5215 -1.9623 -2.1534 0.00
H -2.199 -4.756 -2.229 -1.0986 -1.0571 1.6665 0.00
H 0.264 -0.377 3.090 0.3701 -0.0342 -0.2469 0.00
N -0.902 -0.561 -0.030 0.9007 3.1872 -0.5963 0.07
H 2.056 3.733 -2.394 0.1362 0.2870 -0.2595 0.00
C -0.378 0.335 1.138 -4.2370 -1.3783 -1.0678 0.11
H -1.925 -0.693 -0.047 0.5044 -0.2679 1.0248 0.00
C -0.637 -0.341 2.469 1.1371 -1.6515 1.2319 0.01
C 1.197 0.462 0.957 0.1720 0.8912 1.1517 0.07
H -1.270 0.110 3.200 -1.0404 0.9350 -0.2469 0.00
O 1.142 3.708 -2.098 0.3238 0.6140 0.0536 0.00
H 1.850 1.869 -0.752 0.0713 -0.0766 1.8097 -0.04
H 1.022 2.827 -1.783 -0.6638 -0.6786 -0.1494 0.00
N 1.510 0.979 -0.347 0.1281 -1.1897 -0.0284 0.76
H -0.873 0.199 -0.775 0.0913 -1.5531 0.3088 0.00
H 1.376 0.355 -1.131 -0.2322 -0.7211 -0.0120 -0.02
H 1.527 1.140 1.790 -0.0584 -0.4964 -1.1239 -0.01
H -1.421 -3.700 -2.782 1.6193 3.0062 0.4934 0.00
H -0.942 -1.417 2.461 0.1733 0.8323 -0.7364 0.01
H 1.498 -0.629 1.235 -0.0690 1.7820 -1.3802 0.04

# 11
53
Properties=species:S:1:pos:R:3:forces:R:3:mulliken_spin:R:1 method="wB97M-V/def2-TZVPD" lumo_ha="0.167 / 0.167" de_lowest_kj_mol=0.0 charge=-2 multiplicity=2 s2=0.756 homo_ev="-0.94 / -1.61" orbital_gap_ev="5.4914 / 6.1486"
H 1.163 -1.279 3.654 0.0064 0.0020 0.0058 0.00
H 3.661 0.918 0.106 0.0041 -0.0184 0.0213 0.00
H 1.157 3.388 0.069 0.0015 0.0034 -0.0034 0.00
H -1.741 -1.915 -2.342 -0.0117 -0.0003 -0.0104 0.00
H -0.418 -4.579 -0.280 0.0071 0.0079 -0.0022 0.00
C -0.574 -3.657 0.292 -0.0123 -0.0232 -0.0173 0.00
O -6.042 1.208 -3.668 -0.0132 -0.0002 0.0197 0.00
Pd -2.032 0.218 1.846 0.0818 0.0891 -0.1300 0.48
H -2.230 2.046 -2.026 0.0019 0.0005 0.0020 0.00
H 3.508 -0.839 -0.026 -0.0037 -0.0060 -0.0022 0.00
C 2.305 1.782 2.625 0.0140 -0.0022 0.0012 0.00
S -2.990 -1.108 0.217 -0.0541 -0.0408 -0.1045 0.05
H 3.293 1.727 3.098 0.0067 -0.0034 -0.0104 0.00
C 0.242 3.293 -0.519 0.0070 -0.0124 -0.0039 0.00
Cl -1.496 -1.849 3.199 0.0055 -0.0484 -0.0192 0.14
H 2.544 1.224 -1.695 -0.0341 0.0065 -0.0149 0.00
C -0.269 1.009 4.864 -0.0079 0.0233 -0.0262 0.00
C -5.385 1.045 -2.663 -0.0283 -0.0153 -0.0197 0.00
H 2.333 2.582 1.881 -0.0073 0.0053 0.0056 0.00
S -3.339 2.140 0.982 -0.0676 -0.0315 -0.0422 0.18
H 1.562 0.277 -2.813 -0.0031 0.0015 0.0022 0.00
C 2.052 -1.279 3.021 0.0179 -0.0021 0.0155 0.00
H 2.079 -2.239 2.496 -0.0030 -0.0012 0.0020 0.00
N 0.362 0.560 5.724 -0.0022 0.0057 0.0012 0.01
H 1.738 2.020 -3.057 0.0113 -0.0094 -0.0076 0.00
H 1.907 -3.617 -1.620 0.0055 -0.0004 0.0002 0.00
H -1.626 0.589 -2.813 0.0045 0.0124 0.0029 0.00
H 2.477 -2.856 -0.129 0.0059 0.0066 0.0050 0.00
C -0.679 -2.153 -2.400 -0.0117 0.0080 0.0194 0.00
H -0.196 -1.410 -3.041 0.0061 -0.0073 0.0226 0.00
H -1.635 -3.548 0.511 0.0017 0.0065 -0.0082 0.00
H -1.069 2.183 -3.357 -0.0012 -0.0002 0.0014 0.00
S -4.650 -0.492 -2.204 0.0378 0.0225 -0.0067 0.00
C 1.909 -2.684 -1.046 -0.0109 0.0022 -0.0022 0.00
H -0.565 -3.132 -2.879 -0.0063 -0.0007 0.0054 0.00
H 4.388 -0.123 1.330 0.0031 -0.0026 -0.0076 0.00
C 1.634 1.238 -2.297 0.0026 0.0129 -0.0141 0.01
H -0.606 3.485 0.143 -0.0012 -0.0072 -0.0092 0.00
Si 0.079 1.573 -1.263 -0.0089 0.0420 0.0556 -0.01
Se -1.206 1.885 3.544 0.0378 0.0307 0.0906 0.05
H -0.067 -3.741 1.254 0.0127 0.0096 0.0022 0.00
C -1.349 1.591 -2.479 -0.0145 -0.0144 -0.0109 0.00
Si 0.106 -2.205 -0.682 0.0189 -0.0037 0.0184 0.00
C 3.518 -0.006 0.673 0.0167 0.0047 0.0123 0.01
C -3.891 0.057 -0.716 0.0224 -0.0334 0.0742 0.02
S -5.062 2.304 -1.473 0.0321 0.0139 -0.0152 0.00
H 1.572 2.046 3.380 0.0023 -0.0074 0.0052 0.00
H 0.252 4.057 -1.303 -0.0001 -0.0005 -0.0028 0.00
Ge -0.019 -0.085 0.451 -0.0259 -0.0538 0.1040 0.08
H 2.942 -1.199 3.654 0.0018 0.0108 -0.0104 0.00
H 2.432 -1.927 -1.636 -0.0069 -0.0058 -0.0030 0.00
C -4.064 1.349 -0.379 -0.0034 0.0309 0.0275 -0.02
Si 1.984 0.128 1.790 -0.0379 -0.0069 -0.0187 0.00

# 12
13
Properties=species:S:1:pos:R:3:forces:R:3:mulliken_charge:R:1 method="wB97M-V/def2-TZVPD" lumo_ha=-0.162 de_lowest_kj_mol=422.7 charge=+1 homo_ev=-15.45 orbital_gap_ev=11.0546
C -0.495 -0.705 -0.773 0.3833 -0.8374 3.6135 0.12
C 0.247 -1.738 -0.004 0.7733 -0.6070 -1.9117 -0.54
N -0.094 1.080 0.370 0.6918 -1.0402 -2.0721 -0.46
N -1.069 -1.314 0.194 -3.0610 -0.2267 0.6912 -0.18
H 0.856 1.748 -1.579 0.2364 0.6076 0.5482 0.31
H -2.024 -1.527 0.558 1.3759 0.0448 -0.4691 0.32
O 0.860 2.526 -0.976 0.6380 0.4199 -2.0265 -0.40
H -0.352 0.939 1.284 -1.3322 -0.7497 2.6059 0.20
C 0.306 2.247 0.153 -0.3723 0.8271 -0.9170 0.21
H 1.029 -1.344 0.533 1.4031 0.7131 1.9353 0.30
H 0.481 -2.664 -0.499 -0.2926 -0.4835 -0.0625 0.30
H 0.113 3.155 0.711 0.3143 -0.1512 0.7807 0.35
H -0.762 -0.513 -1.728 -0.7578 1.4834 -2.7160 0.47